No. 1
Molecular formula: C4H9O2
Method: DFT, ωB97M-V/def2-TZVPD

The geometry in XYZ format:
```
15
Properties=species:S:1:pos:R:3:forces:R:3
C -0.656538 1.266645 0.310144 2.3 0.7 -2.9
C -1.420976 2.346689 -0.157746 -3.0 1.2 -1.7
C 1.349789 -0.787388 -1.589403 0.0 -2.3 -2.9
C -0.682834 -0.477935 1.988176 -0.2 -2.3 3.2
O 1.074281 -1.187852 -0.294869 0.2 -1.2 3.3
O -0.756303 0.396380 1.082868 -1.0 -0.4 1.8
H -2.576642 2.086984 -0.330533 2.3 0.4 0.8
H -1.312406 3.054627 0.683781 -0.3 0.3 -0.2
H -1.076158 2.833206 -1.134556 0.0 -0.8 1.6
H 1.337387 -1.737303 -2.257707 0.1 1.6 0.7
H 2.310650 -0.305512 -1.754918 0.1 0.2 0.3
H 0.537823 -0.137450 -2.000996 0.5 -0.4 0.7
H -0.227138 -0.272309 3.051489 -0.9 0.1 -2.6
H -1.270919 -1.403408 1.786317 0.9 0.8 0.0
H 1.592786 -1.959914 0.148366 -1.0 2.2 -2.1
```
Positions in Å, forces in eV/Å.

Values from the calculation:
- DFT total energy: -8374.9294 eV
- HOMO (spin up / spin down): -13.8 / -13.8 eV
- 2S+1: 1
- Charge: +1
- ΔE to the lowest compared entry with this formula, charge and spin: 5.9538 eV

=====

No. 2
Molecular formula: C20H31N5O4
Method: DFT, ωB97M-V/def2-TZVPD

The geometry in XYZ format:
```
60
Properties=species:S:1:pos:R:3:forces:R:3
C -1.833645 2.455867 -0.062326 0.0 0.0 0.0
N -0.859750 2.104011 -1.090057 0.0 0.0 0.1
C 0.093606 1.052723 -0.746569 0.0 0.0 0.0
C 1.470332 1.600651 -0.375870 0.0 0.0 0.0
O 1.375533 2.647473 0.582336 0.0 0.0 0.0
C 2.361412 0.530152 0.233617 0.0 0.0 0.0
N 1.844552 0.021684 1.483614 0.0 0.0 0.0
C 1.149265 -1.146352 1.555551 0.1 0.0 0.0
O 0.966392 -1.857423 0.577318 0.0 0.0 0.0
C 0.631321 -1.508203 2.887618 0.1 0.0 0.0
C 0.732115 -0.874374 4.144048 -0.1 0.0 0.0
N 0.086482 -1.549704 5.077503 0.0 0.0 0.0
N -0.426633 -2.620705 4.444396 0.0 0.0 0.0
C -1.164319 -3.608580 5.218687 0.0 0.0 0.0
C -2.074145 -4.474110 4.378279 0.0 0.0 0.0
C -1.484823 -5.642866 3.548872 0.0 0.0 0.0
C -2.679263 -6.512263 3.999000 0.0 0.0 0.0
C -2.913570 -5.513492 5.153614 0.0 0.0 0.0
C -0.120374 -2.636497 3.139782 0.0 0.0 0.0
C -1.089892 2.529362 -2.366323 0.0 0.0 0.0
O -2.010689 3.283000 -2.639045 0.0 0.0 0.0
C -0.152233 2.025794 -3.450677 0.0 0.0 0.0
C -0.131670 2.958782 -4.664962 0.0 0.0 0.0
C 0.510196 4.305914 -4.348703 0.0 0.0 0.0
C 2.025285 4.188484 -4.260165 0.0 0.0 0.0
C 2.579381 3.720949 -5.599773 0.0 0.0 0.0
C 1.850134 2.534295 -6.193585 0.0 0.0 0.0
O 2.361899 1.831975 -7.046895 0.0 0.0 0.0
N 0.572982 2.316763 -5.770235 0.0 0.0 0.0
H -2.318702 3.388012 -0.333054 0.0 0.0 0.0
H -2.598670 1.679453 0.030027 0.0 0.0 0.0
H -1.324683 2.558700 0.894807 0.0 0.0 0.0
H -0.316799 0.505011 0.101331 0.0 0.0 0.0
H 0.192468 0.331317 -1.557921 0.0 0.0 0.0
H 1.971304 1.976403 -1.277811 0.0 0.0 0.0
H 0.813050 3.337198 0.212338 0.0 0.0 0.0
H 2.453740 -0.310446 -0.453006 0.0 0.0 0.0
H 3.352758 0.952347 0.402579 0.0 0.0 0.0
H 1.858073 0.633029 2.281184 0.0 0.0 0.0
H 1.234148 0.041793 4.414785 0.0 0.0 0.0
H -0.450884 -4.235183 5.761334 0.0 0.0 0.0
H -1.741591 -3.051331 5.956864 0.0 0.0 0.0
H -2.719334 -3.845503 3.759259 0.0 0.0 0.0
H -1.343635 -5.498600 2.478555 0.0 0.0 0.0
H -0.545789 -5.991053 3.984271 0.0 0.0 0.0
H -3.490850 -6.478661 3.272430 0.0 0.0 0.0
H -2.483616 -7.550655 4.257789 0.0 0.0 0.0
H -2.395811 -5.829134 6.061852 0.0 0.0 0.0
H -3.938500 -5.247894 5.406921 0.0 0.0 0.0
H -0.437647 -3.413100 2.466853 0.0 0.0 0.0
H 0.860425 1.883688 -3.075161 0.0 0.0 0.0
H -0.504415 1.036253 -3.760011 0.0 0.0 0.0
H -1.163303 3.132516 -4.969467 0.0 0.0 0.0
H 0.253536 5.013348 -5.142035 0.0 0.0 0.0
H 0.073697 4.693596 -3.428430 0.0 0.0 0.0
H 2.467853 5.147277 -3.986143 0.0 0.0 0.0
H 2.309636 3.483413 -3.472540 0.0 0.0 0.0
H 2.490817 4.524039 -6.337962 0.0 0.0 0.0
H 3.633924 3.454346 -5.552399 0.0 0.0 0.0
H 0.138920 1.516503 -6.206309 0.0 0.0 0.0
```
Positions in Å, forces in eV/Å.

Values from the calculation:
- DFT total energy: -36884.5673 eV
- HOMO: -9.4 eV
- 2S+1: 1
- SMILES: CN(C[C@@H](O)CNC(=O)c1cnn(CC2CCC2)c1)C(=O)C[C@H]1CCCC(=O)N1
- ΔE to the lowest compared entry with this formula, charge and spin: 0.0583 eV

=====

No. 3
Molecular formula: CNO6S
Method: DFT, ωB97M-V/def2-TZVPD

The geometry in XYZ format:
```
9
Properties=species:S:1:pos:R:3:forces:R:3
C -2.180523 -0.477524 0.094729 -1.4 0.2 -0.3
N 2.638112 -0.192222 0.194332 2.9 0.9 2.6
O -0.447420 0.027989 0.743470 1.8 1.6 0.3
O 3.588996 -1.002905 0.177820 -3.5 0.9 -1.7
O -1.969624 -1.602291 -0.175129 -0.1 0.0 0.0
O 1.582324 -0.237968 -0.534190 1.4 -2.0 -1.8
O -0.245501 1.797231 -0.904898 1.2 -0.7 0.3
O -2.833135 0.501126 0.232029 0.4 -0.6 0.0
S 0.466975 1.087450 0.165888 -2.7 -0.2 0.7
```
Positions in Å, forces in eV/Å.

Values from the calculation:
- DFT total energy: -25646.4153 eV
- HOMO: -5.6 eV
- 2S+1: 1
- Charge: -1
- ΔE to the lowest compared entry with this formula, charge and spin: 0.8123 eV

=====

No. 4
Molecular formula: C4H13NO
Method: DFT, ωB97M-V/def2-TZVPD

The geometry in XYZ format:
```
19
Properties=species:S:1:pos:R:3:forces:R:3
C -0.553704 -0.478255 2.979918 0.0 0.1 -0.4
C -1.246789 0.234926 1.807854 0.4 -0.3 0.4
N -0.540274 1.432573 1.399925 0.2 0.8 -0.4
C -0.836379 1.846441 0.019564 0.1 -0.5 0.0
C 0.049428 1.164820 -1.035420 0.0 0.2 -0.5
H -0.690562 -1.558171 2.912126 -0.1 0.1 0.1
H 0.520059 -0.297038 2.973763 0.1 0.0 -0.1
H -0.933225 -0.119230 3.927955 0.0 0.0 0.2
H -2.240222 0.532255 2.144213 -0.2 -0.1 -0.3
H -1.342092 -0.463146 0.972919 -0.2 -0.2 -0.1
H 0.463037 1.311961 1.469658 0.0 -0.1 0.2
H -0.764565 2.928711 -0.092562 0.0 0.0 0.1
H -1.866608 1.558656 -0.190676 -0.1 0.2 0.1
H -0.502274 0.999620 -1.962525 0.0 0.1 0.0
H 0.374777 0.180691 -0.712713 0.1 -0.2 0.2
H 0.929850 1.754051 -1.319045 -0.1 -0.1 0.3
H 3.659047 -3.138813 -5.072093 -0.1 -0.2 0.2
H 2.637110 -4.297754 -4.807526 0.3 0.2 0.1
O 2.883387 -3.592299 -5.415335 -0.2 0.0 -0.3
```
Positions in Å, forces in eV/Å.

Values from the calculation:
- DFT total energy: -7895.9166 eV
- HOMO: -8.6 eV
- 2S+1: 1
- SMILES: CCNCC.O
- ΔE to the lowest compared entry with this formula, charge and spin: 0.7443 eV